ORCA calculation (wB97M-V/def2-TZVPD) on the molecule C3H4N2O3S.

- LUMO level (spin up / spin down) (eV) = -2.27 / -0.72
- ΔE to the lowest compared entry with this formula, charge and spin (kcal/mol) = 59.3
- DFT total energy (hartree) = -850.048356
- total charge = 0

XYZ file:
```
13
Properties=species:S:1:pos:R:3:forces:R:3:lowdin_charge:R:1
C -0.1489 -1.3198 0.3245 -1.0 -0.5 1.1 -0.462
C 0.4528 0.6587 -1.2548 1.3 -0.6 2.5 -0.640
C -0.5755 -0.6340 1.5363 0.0 -1.0 -1.2 -0.038
N 0.3397 -0.6474 -0.7766 0.6 -0.7 -2.6 0.160
N 0.1490 1.5314 -0.2314 -1.0 0.2 0.2 -0.400
O -0.2347 -2.5440 0.2197 -0.4 -0.1 0.3 0.049
O 0.9923 0.9592 -2.2776 -0.2 -0.1 -1.5 0.074
O -1.3953 -1.3099 2.3987 1.6 1.2 -1.6 0.068
S 0.2970 3.0781 -0.3819 0.9 1.4 -0.5 0.904
H -0.2088 0.3559 1.5051 -0.6 1.1 1.6 0.072
H 0.5393 -1.3526 -1.5094 0.0 0.7 0.6 0.174
H -1.4339 -2.1205 1.8634 -0.5 -1.0 0.5 0.097
H 1.2269 3.3450 -1.4160 -0.8 -0.6 0.6 -0.057
```
Positions in Å, forces in eV/Å.



ORCA calculation (wB97M-V/def2-TZVPD) on a cluster of 2 separate species, C6H9ClS in total.

- LUMO level (eV) = 0.72
- ΔE to the lowest compared entry with this formula, charge and spin (kcal/mol) = 77.3
- DFT total energy (hartree) = -1092.255544
- SMILES = CC1(C)CS1.C#CCl
- total charge = 0

XYZ file:
```
17
Properties=species:S:1:pos:R:3:forces:R:3:lowdin_charge:R:1
C 1.2428 0.5578 -0.1123 -2.3 1.0 2.0 -0.060
C 0.4402 -0.4934 0.6888 0.9 2.3 1.9 -0.747
C 1.2658 -1.0886 1.7694 0.1 -0.5 1.1 -0.128
C -0.7837 -1.0663 0.2617 -1.5 1.2 -2.4 -0.378
S -1.1445 0.2950 1.4793 0.4 -0.7 -0.5 0.764
H 1.6859 0.0310 -0.8844 1.2 -0.6 -1.9 0.059
H 0.4747 1.2830 -0.4365 1.2 -0.4 -0.4 0.033
H 1.9641 1.1309 0.5195 -0.5 -0.8 -0.4 0.104
H 0.7435 -1.8649 2.3265 -0.4 0.1 0.0 0.071
H 1.4784 -0.2628 2.5448 0.6 -1.5 -1.4 0.114
H 2.0631 -1.6784 1.2686 0.4 0.9 0.7 0.097
H -1.1608 -1.9940 0.5864 0.1 -1.1 0.5 0.061
H -1.1150 -0.8305 -0.7903 0.3 -0.2 1.2 0.087
C -1.5799 1.4961 -1.5808 -1.3 0.4 -4.3 0.014
C -1.9014 1.5507 -2.7414 0.3 -0.5 1.8 -0.728
Cl -2.4365 1.3153 -4.2403 -0.3 0.0 -1.2 0.724
H -1.2367 1.6192 -0.6590 0.8 0.4 3.4 -0.086
```
Positions in Å, forces in eV/Å.



ORCA calculation (wB97M-V/def2-TZVPD) on a cluster of 12 separate species, C12H24Cl24 in total.

- LUMO level (eV) = 0.29
- ΔE to the lowest compared entry with this formula, charge and spin (kcal/mol) = 9.6
- DFT total energy (hartree) = -11516.187097
- SMILES = ClCCl.ClCCl.ClCCl.ClCCl.ClCCl.ClCCl.ClCCl.ClCCl.ClCCl.ClCCl.ClCCl.ClCCl
- total charge = 0

XYZ file:
```
60
Properties=species:S:1:pos:R:3:forces:R:3:lowdin_charge:R:1
Cl 10.2242 17.8817 15.5509 0.2 0.5 0.7 0.535
C 9.6920 17.5128 13.9469 0.2 -0.9 -0.5 -0.992
Cl 10.5555 16.0014 13.3995 -0.5 0.9 -0.1 0.423
H 8.6564 17.2515 13.9961 -0.5 -0.2 -0.1 0.008
H 9.8180 18.3602 13.2700 0.4 -0.4 0.0 0.043
Cl 14.3925 8.0697 9.1577 0.5 -0.1 0.7 0.470
C 15.5670 8.1119 10.5367 -0.3 1.4 -1.8 -0.975
Cl 15.5901 9.6874 11.2882 0.0 0.7 0.3 0.512
H 15.2710 7.4478 11.2682 -0.6 -1.6 1.2 -0.009
H 16.5523 7.9388 10.1646 0.4 -0.3 -0.3 0.019
Cl 8.7967 16.0149 9.9267 -1.1 1.2 0.9 0.563
C 9.8938 14.8382 9.3775 1.3 -0.1 -0.6 -1.146
Cl 9.1188 13.7479 8.2469 -0.1 -0.4 -0.3 0.560
H 10.7029 15.3614 8.8913 0.1 0.0 -0.5 0.009
H 10.3666 14.3047 10.1747 -0.3 -0.5 0.6 -0.056
Cl 11.5050 10.0570 7.9460 -1.0 0.3 -0.5 0.436
C 9.9672 10.4732 7.0553 0.6 0.0 -0.8 -1.015
Cl 8.5417 9.7145 7.7145 -0.3 -0.1 0.5 0.517
H 9.8176 11.5601 7.0332 0.3 -0.5 0.3 -0.042
H 10.0306 10.0922 6.0248 0.4 0.2 0.5 0.028
Cl 10.7536 6.6787 13.1182 0.3 -0.2 0.3 0.514
C 10.6935 7.4400 11.5415 -1.1 -0.3 -0.6 -1.041
Cl 10.8482 6.2858 10.1832 -0.1 0.1 0.3 0.492
H 9.6995 7.8985 11.5068 0.4 0.0 -0.4 0.007
H 11.4696 8.1559 11.3866 0.4 0.4 0.3 -0.014
Cl 15.6722 11.8262 15.1154 -0.2 0.1 -0.4 0.531
C 14.1085 11.9242 15.9466 0.4 1.2 0.7 -0.996
Cl 13.1161 13.3680 15.5065 0.4 -0.9 -0.1 0.496
H 13.5740 11.0092 15.7979 -0.4 -0.2 -0.3 -0.021
H 14.3942 12.0765 16.9839 -0.4 -0.2 0.0 0.019
Cl 6.6468 8.9273 12.6790 -0.2 1.3 0.1 0.561
C 6.9249 7.2537 12.5065 0.2 -1.7 0.4 -1.080
Cl 5.4218 6.2614 12.5764 0.4 0.3 0.1 0.488
H 7.3619 7.0306 11.5516 0.1 0.1 -0.4 0.009
H 7.6176 6.9234 13.2895 -0.4 0.0 -0.1 0.015
Cl 9.2965 8.1897 16.8076 -1.1 -0.2 -0.4 0.514
C 10.7121 8.8949 17.5409 0.6 -1.1 -0.9 -1.119
Cl 10.5849 9.0214 19.2652 0.2 0.0 0.6 0.540
H 11.4897 8.1867 17.1991 0.1 0.8 0.7 0.005
H 10.8279 9.8728 17.1288 0.3 0.5 -0.2 -0.004
Cl 6.7261 13.0579 14.1596 -0.2 0.5 0.4 0.487
C 7.3966 13.4999 15.7587 0.5 -1.2 -0.6 -0.953
Cl 8.2991 12.0701 16.3408 0.0 0.2 0.3 0.483
H 8.1107 14.2814 15.5999 0.2 0.4 0.0 0.003
H 6.6618 13.7378 16.5098 -0.4 0.1 -0.2 0.029
Cl 13.0736 13.4072 8.9895 0.3 -0.3 0.7 0.492
C 13.7341 13.5426 10.6661 -1.2 -0.3 0.1 -0.922
Cl 12.7991 14.7881 11.5567 0.4 -0.2 -0.2 0.463
H 13.5906 12.5999 11.2452 0.3 0.7 -0.9 0.032
H 14.7491 13.8785 10.5556 0.3 -0.1 0.2 0.017
Cl 14.2137 8.7836 18.1598 0.1 0.4 -0.3 0.522
C 15.3674 8.6602 16.8064 0.2 -0.9 0.5 -0.997
Cl 14.7117 7.6495 15.4998 0.1 0.3 0.1 0.503
H 15.6860 9.6097 16.4090 -0.4 0.3 0.0 -0.046
H 16.2293 8.1665 17.2460 0.0 -0.1 -0.3 0.024
Cl 10.2090 11.5845 11.4527 0.3 0.3 0.2 0.530
C 10.3530 11.3133 13.2029 -0.8 -0.2 0.1 -1.019
Cl 11.6528 10.2210 13.6031 0.8 -0.4 0.1 0.543
H 10.5119 12.2122 13.7966 -0.2 0.1 -0.5 0.011
H 9.4400 10.7940 13.4804 0.0 0.3 0.2 -0.003
```
Positions in Å, forces in eV/Å.